Entry 1:
The following is a DFT calculation (ωB97M-V with the def2-TZVPD basis set) of C3H7NO2 in the gas phase in a non-equilibrium geometry.

Each line ends with the Löwdin charge.
Atoms and positions in Å:
O  -2.281  0.116  -0.821  0.04
O  -1.684  -0.825  1.087  0.09
N  -1.415  -0.220  0.054  -0.38
C  -0.057  -0.060  -0.355  -0.48
C  0.246  1.209  0.495  -0.04
C  0.931  -1.065  -0.197  -0.09
H  1.932  -0.625  -0.527  0.11
H  0.789  -1.343  0.871  0.10
H  1.354  1.498  0.309  0.11
H  -0.076  1.065  1.510  0.07
H  -0.087  0.272  -1.474  0.18
H  -0.546  2.028  0.008  0.15
H  0.893  -2.049  -0.962  0.15

Relative energy (zero: lowest compared OMol25 entry of this formula, charge and spin)   5.3029 eV
Energy   -323.586089 Ha
Frontier orbital gap   10.815 eV
LUMO energy   -0.081 eV
2S+1   1
SMILES   CC(C)[N+](=O)[O-]

---

Entry 2:
The following is a DFT calculation (ωB97M-V with the def2-TZVPD basis set) of C3H7NO2 in the gas phase in a non-equilibrium geometry.

Each line ends with the Löwdin charge.
Atoms and positions in Å:
O  -1.970  -0.941  0.098  -0.08
O  -0.264  2.241  0.453  0.06
N  1.594  1.032  0.736  0.15
C  -0.060  0.171  -0.783  -0.11
C  -0.561  -1.124  -0.141  -0.23
C  0.383  1.261  0.144  -0.55
H  1.872  1.706  1.428  0.11
H  -0.144  -1.313  0.845  0.12
H  -0.376  -1.904  -0.858  0.11
H  -0.895  0.520  -1.388  0.13
H  2.098  0.167  0.627  0.10
H  -2.354  -1.786  0.377  0.09
H  0.678  -0.031  -1.539  0.11

Relative energy (zero: lowest compared OMol25 entry of this formula, charge and spin)   0.9090 eV
Energy   -323.747561 Ha
Frontier orbital gap   10.482 eV
LUMO energy   0.743 eV
2S+1   1
SMILES   NC(=O)CCO

---

Copy entry 1 word for word.
The following is a DFT calculation (ωB97M-V with the def2-TZVPD basis set) of C3H7NO2 in the gas phase in a non-equilibrium geometry.

Each line ends with the Löwdin charge.
Atoms and positions in Å:
O  -2.281  0.116  -0.821  0.04
O  -1.684  -0.825  1.087  0.09
N  -1.415  -0.220  0.054  -0.38
C  -0.057  -0.060  -0.355  -0.48
C  0.246  1.209  0.495  -0.04
C  0.931  -1.065  -0.197  -0.09
H  1.932  -0.625  -0.527  0.11
H  0.789  -1.343  0.871  0.10
H  1.354  1.498  0.309  0.11
H  -0.076  1.065  1.510  0.07
H  -0.087  0.272  -1.474  0.18
H  -0.546  2.028  0.008  0.15
H  0.893  -2.049  -0.962  0.15

Relative energy (zero: lowest compared OMol25 entry of this formula, charge and spin)   5.3029 eV
Energy   -323.586089 Ha
Frontier orbital gap   10.815 eV
LUMO energy   -0.081 eV
2S+1   1
SMILES   CC(C)[N+](=O)[O-]

---

Repeat the second record exactly.
The following is a DFT calculation (ωB97M-V with the def2-TZVPD basis set) of C3H7NO2 in the gas phase in a non-equilibrium geometry.

Each line ends with the Löwdin charge.
Atoms and positions in Å:
O  -1.970  -0.941  0.098  -0.08
O  -0.264  2.241  0.453  0.06
N  1.594  1.032  0.736  0.15
C  -0.060  0.171  -0.783  -0.11
C  -0.561  -1.124  -0.141  -0.23
C  0.383  1.261  0.144  -0.55
H  1.872  1.706  1.428  0.11
H  -0.144  -1.313  0.845  0.12
H  -0.376  -1.904  -0.858  0.11
H  -0.895  0.520  -1.388  0.13
H  2.098  0.167  0.627  0.10
H  -2.354  -1.786  0.377  0.09
H  0.678  -0.031  -1.539  0.11

Relative energy (zero: lowest compared OMol25 entry of this formula, charge and spin)   0.9090 eV
Energy   -323.747561 Ha
Frontier orbital gap   10.482 eV
LUMO energy   0.743 eV
2S+1   1
SMILES   NC(=O)CCO